Entry from the OMol25 dataset: a gas-phase ion, C4H11N5O (charge +2) at a distorted geometry (ωB97M-V/def2-TZVPD).

Geometry (Å):
H: -0.3456 2.4912 -1.1424
N: -0.2547 2.4730 -0.0236
C: 0.5911 2.0859 0.7926
N: 1.5974 0.9749 0.6332
C: 1.4368 -0.2045 0.0603
N: 2.4370 -0.9269 -0.3757
C: 0.0656 -0.7332 0.2038
N: -0.2707 -1.6712 -0.8564
C: -1.0920 0.1892 0.6218
N: -2.0288 0.5538 -0.2868
O: -1.4286 0.0287 1.8252
H: 0.5380 2.3067 1.9182
H: 2.4379 1.5243 0.3411
H: 2.2506 -1.8500 -0.7061
H: 3.4261 -0.6803 -0.4108
H: 0.1542 -1.3701 1.1007
H: -0.6123 -1.2416 -1.6258
H: -1.0101 -2.3752 -0.4581
H: -3.0221 0.7531 -0.0455
H: -1.7914 0.9101 -1.1898
H: -2.1975 0.3853 2.2303

Forces on the atoms, in the same order (eV/Å):
1.0 -0.7 3.4
0.0 1.9 -2.7
-0.8 -1.8 1.9
1.9 3.1 -1.7
0.8 1.2 0.6
-0.4 0.1 -0.1
-0.3 -2.1 -0.2
-0.5 -2.8 4.7
-3.4 -0.7 -3.1
-0.1 -0.1 1.7
2.2 -0.9 1.2
0.1 0.2 -1.8
0.0 -1.2 0.8
-0.4 -0.7 -0.3
-0.4 0.5 0.3
0.1 0.3 0.0
-1.3 1.4 -3.2
1.9 1.6 -1.4
1.2 -0.1 0.2
0.3 -0.3 -0.5
-1.7 1.0 0.3

Summary:
ΔE to the lowest compared entry with this formula, charge and spin in kcal per mole: 67.5
E_LUMO in Eh: -0.3176
HOMO in eV: -18.439
Charge: +2
E_tot in Eh: -507.32728